{"formula": "C14H26IIrN3O3P2S3", "method": "wB97M-V/def2-TZVPD", "orbital_gap_ev": 8.36, "e_above_lowest_ev": 0.313, "homo_ha": -0.406, "total_charge": 1, "elements": ["Ir", "C", "P", "C", "C", "C", "P", "C", "C", "H", "H", "H", "H", "H", "H", "H", "H", "H", "H", "H", "H", "H", "H", "H", "H", "O", "S", "O", "O", "S", "I", "C", "C", "C", "C", "N", "C", "H", "H", "H", "H", "S", "C", "N", "C", "C", "N", "H", "H", "H", "H", "H", "H"], "xyz": [[0.082013, -0.309586, 0.103261], [-3.294847, -0.357675, -0.888797], [-1.910424, -1.307517, -0.200737], [-1.807497, -2.759356, -1.273045], [-2.555285, -1.855858, 1.411845], [-1.420295, -2.586155, 2.111865], [0.177231, -1.657753, 2.012068], [0.306874, -0.823425, 3.618576], [1.290332, -3.080482, 2.192472], [-4.130918, -1.044456, -1.030766], [-3.040168, 0.084698, -1.851518], [-3.613405, 0.420578, -0.196087], [-2.758425, -3.291252, -1.311611], [-1.020856, -3.427033, -0.920837], [-1.536547, -2.420504, -2.274068], [-3.447070, -2.473774, 1.294186], [-2.844863, -0.952312, 1.956115], [-1.239628, -3.541681, 1.613218], [-1.645415, -2.813422, 3.154711], [0.198652, -1.567079, 4.408729], [-0.466895, -0.065127, 3.735015], [1.291922, -0.365804, 3.705429], [0.946911, -3.630120, 3.071541], [2.320208, -2.768113, 2.322877], [1.219782, -3.718698, 1.314338], [2.012628, 0.680292, 0.051632], [2.909654, -0.551224, 0.203185], [4.148840, -0.464125, -0.504889], [2.960494, -0.875226, 1.608961], [1.632609, -1.831402, -0.850191], [-3.234861, 4.769778, 0.280048], [-1.715841, 3.600665, 1.077728], [-0.894221, 4.064018, 2.093209], [0.112867, 3.230701, 2.551259], [0.252506, 1.970297, 2.005551], [-0.563661, 1.510004, 1.044669], [-1.509304, 2.329167, 0.573547], [-1.026372, 5.055217, 2.504960], [0.799190, 3.555591, 3.320010], [1.058995, 1.318167, 2.301973], [-2.110058, 1.961763, -0.246043], [-0.379376, 0.750593, -2.101441], [1.016142, 1.071067, -3.047186], [0.940326, 1.148369, -4.377691], [2.244461, 1.406299, -4.990488], [3.149358, 1.601470, -3.754414], [2.244325, 1.308972, -2.645428], [0.106137, 0.908885, -4.882626], [2.209420, 2.290203, -5.624261], [2.557374, 0.553690, -5.591852], [3.526310, 2.620141, -3.674917], [3.993391, 0.914811, -3.743838], [2.457283, 1.413726, -1.660249]], "forces_ev_per_a": [[0.3, 0.4, -0.5], [0.0, 0.0, 0.0], [-0.2, 0.0, 0.0], [0.0, 0.0, 0.1], [0.1, 0.0, 0.0], [0.0, 0.1, 0.0], [0.0, -0.1, 0.1], [0.0, 0.0, 0.0], [0.0, 0.0, 0.0], [0.0, 0.0, 0.0], [0.0, 0.0, 0.0], [0.0, 0.0, 0.0], [0.0, 0.0, 0.0], [0.0, 0.0, 0.0], [0.0, 0.0, 0.0], [0.0, 0.0, 0.0], [0.0, 0.0, 0.0], [0.0, 0.0, 0.0], [0.0, 0.0, 0.0], [0.0, 0.0, 0.0], [0.0, 0.0, 0.0], [0.0, 0.0, 0.0], [0.0, 0.0, 0.0], [0.0, 0.0, 0.0], [0.0, 0.0, 0.0], [-0.1, 0.0, 0.3], [0.0, -0.4, -0.4], [-0.1, 0.4, 0.0], [0.3, 0.0, 0.1], [-0.2, -0.1, 0.1], [0.0, 0.0, 0.0], [0.0, 0.0, 0.0], [0.0, 0.0, 0.0], [0.0, 0.0, 0.0], [0.0, 0.1, 0.0], [0.1, 0.1, 0.0], [-0.2, -0.1, 0.0], [0.0, 0.0, 0.0], [0.0, 0.0, 0.0], [0.0, 0.0, 0.0], [0.0, 0.0, 0.1], [-0.1, 0.0, 0.1], [-0.1, -0.1, 0.0], [0.0, 0.0, 0.0], [0.0, 0.0, 0.0], [0.1, 0.0, 0.0], [0.0, 0.2, 0.2], [0.0, 0.0, 0.0], [0.0, 0.0, 0.0], [0.0, 0.0, 0.0], [0.0, 0.0, 0.0], [0.0, 0.0, 0.0], [0.1, -0.2, 0.0]]}